No. 1
Below is C21H15AuF3IN4O5S2 as an isolated structure, with properties calculated with ωB97M-V with the def2-TZVPD basis set.

Element x y z (Å)
Au1 -0.544 2.108 -1.193
S1 1.800 1.638 -0.682
C1 1.662 0.349 0.467
N1 2.594 -0.496 0.769
N2 3.760 -0.333 0.098
C2 4.762 -1.258 0.203
C3 4.679 -2.345 1.086
C4 5.728 -3.244 1.175
C5 6.875 -3.101 0.404
C6 6.953 -2.027 -0.476
C7 5.918 -1.118 -0.581
N3 0.488 0.065 1.234
N4 -0.465 0.825 1.036
C8 -1.654 0.526 1.750
C9 -1.686 -0.309 2.868
C10 -2.899 -0.567 3.482
C11 -4.072 -0.009 2.983
C12 -4.030 0.832 1.882
C13 -2.817 1.121 1.275
H1 3.771 0.358 -0.648
H2 3.784 -2.466 1.678
H3 5.640 -4.079 1.861
H4 7.687 -3.812 0.483
H5 7.833 -1.896 -1.096
H6 5.988 -0.286 -1.273
H7 -0.764 -0.751 3.220
H8 -2.937 -1.216 4.350
H9 -5.019 -0.231 3.461
H10 -4.936 1.266 1.481
H11 -2.770 1.804 0.435
F1 -4.337 5.581 -2.363
C14 -3.077 5.432 -2.814
F2 -2.801 6.529 -3.556
F3 -3.060 4.384 -3.639
S2 -1.875 5.241 -1.416
O1 -2.487 4.190 -0.621
O2 -1.868 6.560 -0.824
O3 -0.655 4.839 -2.092
I1 -0.046 -4.954 0.390
C15 -0.978 -3.239 -0.389
C16 -0.240 -2.352 -1.153
C17 -0.863 -1.216 -1.652
C18 -2.201 -0.953 -1.381
C19 -2.921 -1.873 -0.626
C20 -2.320 -3.017 -0.124
C21 -2.920 0.322 -1.861
O4 -4.136 0.356 -1.663
O5 -2.217 1.229 -2.412
H12 0.812 -2.523 -1.340
H13 -0.297 -0.513 -2.249
H14 -3.961 -1.652 -0.423
H15 -2.884 -3.720 0.476

- Spin multiplicity: 1
- ΔE to the lowest compared entry with this formula, charge and spin: 0.000 eV
- Charge: -2
- Lowest unoccupied orbital energy: 3.57 eV



No. 2
Below is an isolated ion of composition C9H14NO3 and charge -1 at a distorted geometry, with properties calculated with ωB97M-V with the def2-TZVPD basis set.

Element x y z (Å)
C1 1.305 -1.492 0.124
C2 -0.858 0.042 1.554
C3 0.411 0.762 1.235
C4 -1.729 -0.213 0.423
C5 1.410 0.022 0.352
C6 0.962 0.097 -1.190
C7 2.799 0.568 0.777
C8 2.001 0.564 -2.272
C9 -3.844 -0.514 -0.858
N1 -3.050 -0.438 0.390
O1 -3.737 -0.508 1.492
O2 1.295 -2.472 0.865
O3 1.134 -1.445 -1.162
H1 -0.467 -0.932 1.971
H2 -1.486 0.532 2.382
H3 0.142 1.818 1.018
H4 0.935 1.030 2.139
H5 -1.284 -0.247 -0.551
H6 3.167 0.507 1.773
H7 2.754 1.671 0.594
H8 3.484 -0.010 0.136
H9 2.440 1.560 -2.054
H10 1.567 0.772 -3.235
H11 2.864 -0.089 -2.406
H12 -4.038 -1.666 -1.236
H13 -4.856 0.023 -0.584
H14 -3.320 0.058 -1.677

- Spin multiplicity: 1
- ΔE to the lowest compared entry with this formula, charge and spin: 4.464 eV
- Charge: -1
- Lowest unoccupied orbital energy: 3.58 eV



No. 3
Below is an isolated molecule of C8H14N4S at a distorted geometry, with properties calculated with ωB97M-V with the def2-TZVPD basis set.

Element x y z (Å)
C1 -1.722 -3.018 -3.378
S1 -0.077 -2.257 -2.967
C2 -0.501 -1.129 -1.643
N1 -1.711 -0.940 -1.069
N2 -1.511 0.004 -0.080
C3 -0.289 0.429 -0.209
C4 0.316 1.524 0.627
C5 -0.684 2.029 1.756
C6 -0.414 1.097 2.922
C7 0.945 0.420 2.705
N3 1.429 0.975 1.385
N4 0.415 -0.293 -1.197
C8 1.799 -0.152 -1.532
H1 -2.584 -2.251 -3.414
H2 -1.486 -3.495 -4.395
H3 -2.008 -3.756 -2.519
H4 0.741 2.336 0.019
H5 -1.758 2.140 1.323
H6 -0.358 3.052 2.130
H7 -0.724 1.702 3.876
H8 -1.195 0.299 3.057
H9 0.841 -0.692 2.607
H10 1.881 0.493 3.399
H11 2.062 1.824 1.562
H12 2.577 -0.841 -1.030
H13 1.831 -0.355 -2.599
H14 2.185 0.857 -1.336

- Spin multiplicity: 1
- SMILES: CSc1nnc([C@H]2CCCN2)n1C
- ΔE to the lowest compared entry with this formula, charge and spin: 1.346 eV
- Lowest unoccupied orbital energy: 0.66 eV



No. 4
Below is an isolated molecule of C6H4O at a distorted geometry, with properties calculated with ωB97M-V with the def2-TZVPD basis set.

Element x y z (Å)
C1 -1.884 0.587 -0.112
C2 -0.635 -1.663 -1.568
C3 -0.008 -0.930 -0.760
C4 0.470 -0.048 0.148
O1 -0.396 0.811 0.625
C5 1.861 -0.080 0.544
C6 3.037 -0.199 0.792
H1 -1.799 1.162 -1.039
H2 -2.383 1.044 0.716
H3 -2.344 -0.400 -0.371
H4 4.082 -0.284 1.026

- Spin multiplicity: 1
- ΔE to the lowest compared entry with this formula, charge and spin: 5.995 eV
- Lowest unoccupied orbital energy: -1.21 eV



No. 5
Below is an isolated molecule of C19H26N2O5 at a distorted geometry, with properties calculated with ωB97M-V with the def2-TZVPD basis set.

Element x y z (Å)
C1 1.245 4.342 -0.039
C2 2.105 3.734 1.062
C3 2.466 2.266 0.825
C4 1.256 1.326 0.832
C5 0.714 1.013 -0.574
O1 -0.514 0.287 -0.461
C6 -1.646 1.018 -0.398
O2 -1.650 2.230 -0.442
C7 -2.808 0.154 -0.274
C8 -2.790 -1.238 -0.145
C9 -4.125 -1.615 -0.046
O3 -4.906 -2.707 0.094
C10 -6.178 -2.240 0.109
C11 -6.260 -0.884 -0.015
C12 -4.915 -0.456 -0.118
N1 -4.109 0.620 -0.252
C13 -4.570 1.977 -0.378
C14 1.732 0.174 -1.348
O4 2.718 0.675 -1.852
N2 1.451 -1.137 -1.384
C15 2.343 -2.132 -1.918
C16 2.936 -2.991 -0.787
C17 3.843 -2.186 0.158
C18 3.445 -2.693 1.542
C19 1.973 -3.036 1.325
O5 1.887 -3.541 0.007
H1 0.255 3.894 -0.061
H2 1.123 5.410 0.131
H3 1.718 4.202 -1.008
H4 1.586 3.826 2.020
H5 3.036 4.301 1.138
H6 2.993 2.169 -0.125
H7 3.153 1.956 1.616
H8 1.516 0.375 1.307
H9 0.444 1.771 1.410
H10 0.535 1.944 -1.119
H11 -1.918 -1.857 -0.124
H12 -6.953 -2.975 0.214
H13 -7.154 -0.296 -0.029
H14 -5.148 2.094 -1.297
H15 -5.207 2.231 0.471
H16 -3.714 2.647 -0.403
H17 0.621 -1.469 -0.918
H18 3.143 -1.613 -2.450
H19 1.794 -2.776 -2.610
H20 3.477 -3.833 -1.239
H21 4.895 -2.344 -0.064
H22 3.626 -1.121 0.062
H23 3.590 -1.954 2.327
H24 4.004 -3.595 1.793
H25 1.597 -3.807 2.001
H26 1.347 -2.137 1.432

- Spin multiplicity: 1
- SMILES: CCCC[C@H](OC(=O)c1cc2occc2n1C)C(=O)NC[C@H]1CCCO1
- ΔE to the lowest compared entry with this formula, charge and spin: 2.346 eV
- Lowest unoccupied orbital energy: 0.55 eV



No. 6
Below is C11H34FInN2O5 as an isolated structure at a distorted geometry, with properties calculated with ωB97M-V with the def2-TZVPD basis set.

Element x y z (Å)
In1 1.951 -1.855 -0.775
F1 0.811 0.918 -0.753
C1 -2.100 -2.971 -3.058
C2 -1.693 -1.713 -2.297
C3 -1.643 -2.061 -0.792
O1 -0.693 -3.101 -0.500
C4 -1.317 -4.389 -0.037
N1 -0.401 -1.258 -2.757
H1 -3.157 -3.157 -2.872
H2 -1.520 -3.870 -2.846
H3 -2.076 -2.747 -4.124
H4 -2.433 -0.919 -2.392
H5 -2.616 -2.345 -0.390
H6 -1.449 -1.256 -0.083
H7 -2.171 -4.681 -0.648
H8 -1.861 -4.296 0.902
H9 -0.641 -5.244 0.002
H10 -0.397 -1.190 -3.764
H11 -0.495 -0.260 -2.636
C5 1.716 1.023 3.689
C6 1.598 -0.268 2.816
C7 0.120 -0.745 2.451
O2 0.167 -1.975 1.743
C8 0.319 -3.136 2.577
N2 2.464 -0.067 1.655
H12 1.047 0.966 4.548
H13 1.433 1.939 3.170
H14 2.729 1.224 4.038
H15 2.033 -1.077 3.403
H16 -0.364 0.053 1.888
H17 -0.571 -0.882 3.282
H18 0.685 -3.925 1.920
H19 -0.692 -3.394 2.893
H20 0.875 -3.187 3.513
H21 2.042 0.751 1.240
H22 3.261 0.392 2.072
C9 -1.202 3.245 0.988
O3 -1.637 2.351 -0.032
H23 -0.122 3.200 1.124
H24 -1.564 4.268 0.883
H25 -1.529 2.963 1.989
H26 -0.873 2.121 -0.567
C10 1.984 4.323 -0.501
O4 2.424 3.287 0.332
H27 2.743 5.094 -0.631
H28 1.880 3.886 -1.494
H29 1.054 4.773 -0.153
H30 2.040 2.440 0.092
C11 -0.252 3.061 -3.374
O5 0.723 2.037 -3.178
H31 -0.267 3.708 -2.497
H32 0.053 3.595 -4.274
H33 -1.243 2.627 -3.506
H34 0.830 1.721 -2.278

- Spin multiplicity: 2
- Charge: +1
- ⟨S²⟩: 0.768
- Lowest unoccupied orbital energy (alpha / beta): -3.77 / -8.72 eV